No. 1
C10H17Cl4O6Pt | the ωB97M-V functional and the def2-TZVPD basis

Geometry as ORCA input:
```
! wB97M-V def2-TZVPD RIJCOSX def2/J DEFGRID3
* xyz -1 3
Pt -0.450 5.251 12.774
C -1.252 3.381 10.653
C -1.290 2.493 11.906
O -0.861 3.083 12.999
O -1.707 1.363 11.887
H -1.702 4.487 10.686
H -1.730 2.997 9.706
H -0.227 3.600 10.410
C 3.390 3.695 13.173
C 2.112 4.515 13.185
O 1.533 4.797 12.025
O 1.666 4.825 14.306
H 3.075 2.880 13.785
H 4.269 4.120 13.630
H 3.665 3.302 12.123
C -2.151 5.846 15.371
C -2.802 6.453 14.228
O -3.868 7.052 14.323
O -2.133 6.286 13.119
H -2.271 4.766 15.031
H -2.788 6.013 16.258
H -1.145 6.166 15.358
Cl -2.063 0.907 16.985
C -0.943 1.147 15.686
C 0.086 2.225 15.960
Cl 1.273 1.750 17.336
H -1.443 1.285 14.749
H -0.376 0.191 15.701
H -0.383 3.153 16.354
H 0.609 2.479 15.028
Cl 1.060 8.331 18.143
C 0.186 7.163 17.029
C 0.472 5.685 17.278
Cl -0.575 4.875 18.553
H 0.695 7.474 16.056
H -0.871 7.441 17.152
H 1.495 5.521 17.520
H 0.356 5.202 16.301
*
```

Summary:
strongest force on any atom: 3.12 eV/A
calculated total energy: -76268.2950 eV

Here are the Löwdin charges for atoms 1 to 2, given in e: number 1, Pt, carries 1.2521; number 2, C, carries -0.0586

No. 2
C28H49AlF8O35PS8 | the ωB97M-V functional and the def2-TZVPD basis

Geometry as ORCA input:
```
! wB97M-V def2-TZVPD RIJCOSX def2/J DEFGRID3
* xyz -1 1
C 3.243 -2.429 2.188
C 3.293 -2.452 0.855
C 3.199 -2.478 -0.778
Al 1.157 -2.442 -1.227
C 0.395 -4.265 -0.646
C 0.137 -5.280 -1.900
C 0.764 -2.028 -3.195
C -0.851 -1.899 -3.386
O -1.388 -0.681 -2.764
C -2.826 -0.748 -2.672
C -3.327 -1.182 -1.173
F -3.030 -0.027 -0.332
F -2.574 -2.267 -0.621
C -4.927 -1.383 -1.123
F -5.538 -1.535 -2.434
F -5.476 -0.137 -0.607
C -5.427 -2.644 -0.252
F -4.866 -2.615 1.081
F -6.861 -2.445 -0.054
C -5.283 -4.071 -0.985
F -4.277 -4.122 -2.002
F -5.043 -5.119 -0.035
P 0.304 -0.649 0.064
O -0.211 -1.203 1.621
O 1.514 0.604 0.195
H 2.760 -2.385 3.237
H 3.721 -3.427 -1.156
H 3.687 -1.510 -1.171
H -0.587 -4.061 -0.077
H 1.200 -4.757 0.004
H -0.524 -4.810 -2.713
H 1.126 -5.675 -2.349
H -0.440 -6.189 -1.452
H 1.068 -2.957 -3.829
H 1.293 -1.080 -3.603
H -1.130 -1.950 -4.520
H -1.342 -2.792 -2.835
H -3.251 -1.444 -3.493
H -3.224 0.334 -2.812
H -6.294 -4.276 -1.517
H -0.679 -0.420 2.022
H 2.216 0.309 0.829
C -3.808 -1.612 5.883
C -4.159 -1.315 4.432
O -3.581 -0.040 4.164
S -2.223 0.119 5.040
O -1.109 -0.215 4.203
O -2.303 1.347 5.780
O -2.481 -1.119 6.060
H -4.468 -1.070 6.568
H -3.850 -2.679 6.108
H -5.236 -1.292 4.260
H -3.700 -2.044 3.757
C 1.981 2.685 5.480
C 3.232 3.120 4.728
O 3.906 1.906 4.395
S 2.801 0.739 4.149
O 2.570 0.625 2.747
O 3.140 -0.385 4.972
O 1.533 1.504 4.817
H 2.214 2.426 6.517
H 1.203 3.449 5.463
H 3.874 3.765 5.328
H 2.975 3.627 3.799
C 2.924 7.347 0.358
C 2.075 6.087 0.264
O 2.825 5.084 0.947
S 3.665 5.777 2.150
O 2.925 5.610 3.370
O 5.041 5.399 2.018
O 3.500 7.318 1.664
H 3.737 7.330 -0.374
H 2.332 8.253 0.222
H 1.884 5.789 -0.768
H 1.123 6.212 0.788
C 7.505 1.355 -0.569
C 6.940 0.912 0.773
O 6.218 -0.285 0.495
S 6.945 -1.072 -0.725
O 7.794 -2.085 -0.163
O 5.967 -1.346 -1.736
O 7.887 0.152 -1.235
H 6.741 1.852 -1.175
H 8.365 2.018 -0.456
H 6.284 1.663 1.217
H 7.741 0.668 1.478
C 5.788 -6.633 -2.209
C 5.303 -8.075 -2.271
O 3.950 -8.031 -1.821
S 3.293 -6.608 -2.258
O 2.556 -6.809 -3.473
O 2.731 -5.998 -1.094
O 4.677 -5.841 -2.626
H 6.045 -6.346 -1.185
H 6.646 -6.458 -2.860
H 5.895 -8.740 -1.643
H 5.305 -8.448 -3.300
C 2.945 1.584 -7.541
C 2.098 0.324 -7.637
O 2.837 -0.675 -6.937
S 3.662 0.027 -5.726
O 2.907 -0.128 -4.519
O 5.040 -0.350 -5.838
O 3.504 1.566 -6.228
H 3.768 1.563 -8.262
H 2.356 2.490 -7.691
H 1.921 0.019 -8.669
H 1.138 0.453 -7.127
C -5.365 4.695 3.635
C -5.940 4.271 4.979
O -6.671 3.075 4.709
S -5.941 2.271 3.498
O -5.100 1.255 4.073
O -6.919 1.993 2.485
O -4.991 3.482 2.983
H -6.123 5.192 3.022
H -4.500 5.351 3.745
H -6.591 5.031 5.412
H -5.143 4.027 5.689
C -7.310 3.800 -0.308
C -6.473 2.905 -1.209
O -6.659 3.428 -2.526
S -6.871 5.035 -2.432
O -5.612 5.672 -2.695
O -8.076 5.375 -3.131
O -7.157 5.119 -0.835
H -8.370 3.533 -0.360
H -6.978 3.764 0.731
H -6.784 1.861 -1.162
H -5.410 2.980 -0.962
*
```

Summary:
strongest force on any atom: 6.69 eV/A
calculated total energy: -225786.3592 eV

Here are the Löwdin charges for atoms 1 to 2, given in e: number 1, C, carries 0.0069; number 2, C, carries -0.1826

No. 3
C3H6N2O | the ωB97M-V functional and the def2-TZVPD basis

Geometry as ORCA input:
```
! wB97M-V def2-TZVPD RIJCOSX def2/J DEFGRID3
* xyz 0 1
N -1.469 -1.477 -0.763
C -0.444 -0.837 -0.131
O 0.219 -1.434 0.698
N -0.027 0.429 -0.602
C 0.170 1.568 0.282
C 1.327 0.705 0.105
H -2.224 -1.023 -1.250
H -1.627 -2.398 -0.381
H 0.173 2.521 -0.225
H -0.314 1.535 1.255
H 2.057 0.818 -0.676
H 1.698 0.167 0.989
*
```

Summary:
SMILES: NC(=O)N1CC1
strongest force on any atom: 1.47 eV/A
calculated total energy: -8234.7877 eV

Here are the Löwdin charges for atoms 1 to 2, given in e: number 1, N, carries 0.1631; number 2, C, carries -0.5963

No. 4
C27H28BFeN5O3 | the ωB97M-V functional and the def2-TZVPD basis

Geometry as ORCA input:
```
! wB97M-V def2-TZVPD RIJCOSX def2/J DEFGRID3
* xyz -2 5
Fe 0.538 0.192 0.225
O -1.954 0.291 -4.520
C -1.118 -0.746 -4.671
C -1.138 -1.429 -5.892
C -0.306 -2.512 -6.107
C 0.566 -2.935 -5.110
C 0.590 -2.254 -3.899
C -0.238 -1.168 -3.657
C -0.135 -0.487 -2.324
O 0.702 -0.924 -1.485
N -0.942 0.555 -2.163
N -0.792 1.161 -0.898
C -1.321 2.308 -0.732
C -1.220 3.062 0.510
C -1.759 4.350 0.550
C -1.731 5.134 1.687
C -1.150 4.615 2.850
C -0.597 3.352 2.850
C -0.584 2.538 1.692
O -0.039 1.367 1.734
H -1.760 0.677 -3.597
H -1.818 -1.082 -6.661
H -0.337 -3.029 -7.060
H 1.222 -3.780 -5.273
H 1.265 -2.544 -3.102
H -1.851 2.748 -1.580
H -2.199 4.746 -0.363
H -2.149 6.133 1.675
H -1.117 5.214 3.754
H -0.136 2.946 3.744
C -4.510 -1.934 3.458
C -3.293 -1.717 2.603
C -2.023 -1.721 3.142
C -0.921 -1.482 2.315
N -1.034 -1.249 1.016
C -2.251 -1.276 0.491
C -3.403 -1.497 1.239
H -4.251 -2.448 4.384
H -5.262 -2.523 2.933
H -4.966 -0.980 3.724
H -1.866 -1.921 4.195
H 0.097 -1.481 2.702
H -2.309 -1.115 -0.583
H -4.369 -1.514 0.746
B 3.973 2.881 -2.058
C 2.850 2.086 -1.231
N 2.049 1.516 -0.628
H 4.101 2.337 -3.149
H 3.607 4.041 -2.193
H 5.018 2.826 -1.423
C 3.032 1.013 2.583
C 2.946 -0.430 2.169
C 3.732 -1.445 2.680
C 3.295 -2.651 2.058
C 2.275 -2.295 1.201
C 1.530 -3.249 0.299
N 2.037 -0.933 1.266
H 3.907 1.136 3.227
H 2.143 1.332 3.135
H 3.127 1.685 1.730
H 4.527 -1.322 3.409
H 3.686 -3.654 2.197
H 1.424 -4.216 0.799
H 2.067 -3.416 -0.642
H 0.543 -2.881 0.028
*
```

Summary:
strongest force on any atom: 2.19 eV/A
calculated total energy: -77113.5030 eV

Here are the Löwdin charges for atoms 1 to 2, given in e: number 1, Fe, carries 0.6776; number 2, O, carries 0.0152

No. 5
C4H12O4 | the ωB97M-V functional and the def2-TZVPD basis

Geometry as ORCA input:
```
! wB97M-V def2-TZVPD RIJCOSX def2/J DEFGRID3
* xyz -2 1
C 0.592 0.638 0.651
C 1.345 0.351 -0.671
C 2.318 -0.871 -0.521
O 2.793 -1.345 -1.721
C -0.648 -0.182 1.090
O -1.498 0.680 1.801
H 0.351 1.709 0.757
H 1.395 0.515 1.387
H 0.835 -0.035 -1.531
H 1.881 1.283 -0.869
H 3.198 -0.596 0.196
H 1.804 -1.748 -0.114
H -1.059 -0.702 0.221
H -0.258 -0.981 1.763
H -0.331 0.262 -2.340
H -1.396 1.063 -1.718
O -1.044 0.877 -2.604
H -4.151 -0.428 0.847
H -2.546 0.079 1.767
O -3.579 -0.570 1.608
*
```

Summary:
strongest force on any atom: 2.21 eV/A
calculated total energy: -12529.2642 eV

Here are the Löwdin charges for atoms 1 to 2, given in e: number 1, C, carries -0.2213; number 2, C, carries -0.2218

No. 6
C5H14N3 | the ωB97M-V functional and the def2-TZVPD basis

Geometry as ORCA input:
```
! wB97M-V def2-TZVPD RIJCOSX def2/J DEFGRID3
* xyz 1 1
C -3.099 1.088 -0.103
C -1.710 0.455 0.203
C -0.562 1.399 -0.064
C 0.798 0.756 0.286
C 1.708 0.607 -0.785
N 3.008 0.041 -0.545
N 0.893 0.172 1.448
N 0.547 -3.158 0.455
H -3.052 2.160 -0.021
H -3.247 0.886 -1.171
H -3.865 0.564 0.440
H -1.648 -0.518 -0.320
H -0.484 1.713 -1.086
H -0.680 2.291 0.523
H 1.679 1.405 -1.526
H 3.315 -0.810 -0.997
H 3.654 0.794 -0.769
H 1.825 -0.231 1.580
H 1.245 -2.569 0.885
H 0.727 -3.076 -0.541
H -1.554 0.134 1.308
H 0.505 -4.101 0.801
*
```

Summary:
strongest force on any atom: 4.95 eV/A
calculated total energy: -9871.7272 eV

Here are the Löwdin charges for atoms 1 to 2, given in e: number 1, C, carries -0.0740; number 2, C, carries -0.2574